[1]
{
  "formula": "C19H26NS2",
  "method": "ωB97M-V/def2-TZVPD",
  "species": ["C", "C", "C", "C", "N", "C", "C", "C", "C", "C", "C", "H", "H", "H", "H", "H", "H", "H", "H", "H", "H", "H", "H", "H", "H", "H", "H", "H", "C", "C", "C", "C", "C", "S", "C", "C", "S", "C", "C", "H", "H", "H", "H", "H", "H", "H", "H", "H"],
  "positions_angstrom": [[-0.40, 3.06, -0.42], [-1.77, 2.97, 0.27], [-2.30, 1.54, 0.38], [-1.85, 0.64, -0.75], [-2.26, -0.64, -0.66], [-3.31, -1.08, 0.23], [-3.57, -2.54, -0.15], [-2.53, -2.92, -1.22], [-1.71, -1.65, -1.53], [-1.06, 1.08, -1.79], [-0.46, 2.42, -1.83], [-0.08, 4.11, -0.49], [0.35, 2.53, 0.18], [-1.74, 3.44, 1.26], [-2.49, 3.55, -0.33], [-1.96, 1.10, 1.34], [-3.41, 1.57, 0.44], [-3.01, -0.98, 1.29], [-4.21, -0.45, 0.10], [-3.48, -3.18, 0.73], [-4.59, -2.63, -0.53], [-1.86, -3.70, -0.87], [-3.00, -3.27, -2.14], [-1.81, -1.35, -2.59], [-0.63, -1.81, -1.34], [-0.95, 0.45, -2.68], [-1.03, 3.09, -2.50], [0.55, 2.37, -2.27], [1.71, -3.76, 1.06], [1.53, -2.92, 2.17], [1.91, -1.58, 2.09], [2.46, -1.05, 0.90], [2.82, 0.35, 0.80], [3.57, 1.04, -0.58], [4.18, 2.60, 0.17], [3.28, 2.97, 1.34], [2.65, 1.44, 2.12], [2.66, -1.92, -0.19], [2.28, -3.26, -0.12], [1.41, -4.80, 1.12], [1.11, -3.31, 3.09], [1.80, -0.94, 2.97], [5.22, 2.45, 0.49], [4.16, 3.37, -0.62], [3.84, 3.52, 2.10], [2.42, 3.57, 1.02], [3.14, -1.55, -1.10], [2.43, -3.92, -0.97]],
  "orbital_gap_ev": 3.976,
  "homo_ev": -9.247,
  "e_above_lowest_kcal_mol": 0.00,
  "total_charge": 1
}


[2]
{
  "formula": "C19H26O5",
  "method": "ωB97M-V/def2-TZVPD",
  "species": ["C", "C", "C", "C", "C", "O", "O", "C", "C", "C", "C", "C", "C", "C", "C", "C", "O", "C", "O", "C", "C", "C", "C", "O", "H", "H", "H", "H", "H", "H", "H", "H", "H", "H", "H", "H", "H", "H", "H", "H", "H", "H", "H", "H", "H", "H", "H", "H", "H", "H"],
  "positions_angstrom": [[-2.30, -2.90, 1.70], [-1.85, -1.55, 1.16], [-2.27, -0.38, 2.07], [-3.78, -0.22, 2.19], [-1.66, 0.90, 1.53], [-2.28, 1.85, 1.12], [-0.32, 0.86, 1.57], [0.36, 2.01, 1.09], [0.26, 2.17, -0.43], [-0.21, 0.96, -1.17], [-1.48, 0.92, -1.73], [-1.93, -0.22, -2.37], [-1.12, -1.35, -2.48], [-1.60, -2.58, -3.18], [0.15, -1.31, -1.92], [0.60, -0.17, -1.27], [1.89, -0.11, -0.76], [2.29, -1.05, 0.12], [1.58, -1.91, 0.56], [3.75, -0.84, 0.47], [3.95, 0.54, 1.11], [4.24, -1.96, 1.39], [0.03, 3.51, -1.00], [1.31, 2.92, -1.00], [-1.89, -3.69, 1.08], [-3.38, -2.99, 1.70], [-1.93, -3.05, 2.71], [-0.77, -1.55, 1.06], [-2.28, -1.39, 0.17], [-1.83, -0.55, 3.06], [-4.21, -1.07, 2.71], [-4.22, -0.14, 1.20], [-4.02, 0.68, 2.74], [-0.04, 2.90, 1.58], [1.40, 1.87, 1.37], [-2.13, 1.77, -1.63], [-2.93, -0.24, -2.79], [-1.22, -3.47, -2.69], [-1.23, -2.58, -4.21], [-2.68, -2.62, -3.21], [0.80, -2.17, -1.99], [4.31, -0.87, -0.48], [3.40, 0.60, 2.05], [3.60, 1.32, 0.44], [5.01, 0.70, 1.31], [3.67, -1.95, 2.32], [5.29, -1.83, 1.62], [4.09, -2.93, 0.92], [-0.43, 3.60, -1.97], [-0.10, 4.35, -0.33]],
  "orbital_gap_ev": 9.927,
  "homo_ev": -9.113,
  "smiles": "CC[C@H](C)C(=O)OC[C@@]1(c2ccc(C)cc2OC(=O)C(C)C)CO1",
  "e_above_lowest_kcal_mol": 11.27
}


Asked for E_LUMO across the records above, the calculation gives -5.3 0.8 eV in order.